Entry a
The molecule C2H2O2. Source: the OMol25 dataset; level of theory: ωB97M-V/def2-TZVPD.

The geometry in XYZ format:
```
6
Properties=species:S:1:pos:R:3
O 1.580 -0.552 -0.758
C 0.943 -0.103 0.133
C -1.199 0.430 -0.491
O -0.439 -0.339 0.267
H 1.312 0.487 0.981
H -2.216 0.047 -0.241
```

Calculated values
- Orbital gap: 9.6 eV
- E_HOMO: -9.42 eV
- Multiplicity: 1

Entry b
A structure of composition C2H2O2. Source: the OMol25 dataset; level of theory: ωB97M-V/def2-TZVPD.

The geometry in XYZ format:
```
6
Properties=species:S:1:pos:R:3
C -0.298 0.692 -0.298
C 0.274 -0.683 0.128
H -1.441 0.725 -0.523
H -0.326 -1.477 1.101
O 0.392 1.700 -0.153
O 1.399 -0.958 -0.254
```

Calculated values
- Orbital gap: 9.5 eV
- E_HOMO: -10.16 eV
- Multiplicity: 1

Entry c
A cluster of 2 separate species, C2H2O2 in total. Source: the OMol25 dataset; level of theory: ωB97M-V/def2-TZVPD.

The geometry in XYZ format:
```
6
Properties=species:S:1:pos:R:3
C -1.811 0.715 0.111
C -0.682 0.997 0.159
O 2.771 0.023 0.409
O 2.046 0.881 -0.279
H -2.821 0.882 0.513
H 2.815 -0.923 -0.086
```

Calculated values
- Orbital gap (alpha / beta): 6.1 / 6.1 eV
- E_HOMO (alpha / beta): -10.05 / -10.06 eV
- Multiplicity: 1

Preferred: entry b; penalty for the next structure: 1.139 eV.

Entry a
A structure of composition C23H25F5I2IrN3O5PS2Se. Source: the OMol25 dataset; level of theory: ωB97M-V/def2-TZVPD.

The geometry in XYZ format:
```
68
Properties=species:S:1:pos:R:3
Ir 15.648 14.326 8.903
I 16.052 14.746 12.158
C 17.964 14.067 11.630
I 18.374 14.711 9.606
H 18.008 12.975 11.602
H 18.755 14.481 12.261
C 17.645 19.393 9.305
C 16.841 18.243 9.883
O 16.123 17.574 8.794
P 14.868 16.574 8.916
O 13.961 17.131 10.040
C 13.322 18.478 10.064
C 13.369 19.018 11.478
O 14.094 16.822 7.604
C 14.416 17.693 6.465
C 14.149 19.145 6.716
H 18.202 19.839 10.151
H 16.988 20.159 8.896
H 18.381 19.044 8.582
H 16.123 18.514 10.657
H 17.571 17.537 10.300
H 12.297 18.270 9.722
H 13.808 19.140 9.346
H 13.198 18.269 12.288
H 12.576 19.711 11.663
H 14.306 19.528 11.638
H 13.860 17.165 5.649
H 15.466 17.439 6.189
H 13.146 19.339 7.019
H 14.266 19.710 5.780
H 14.864 19.584 7.399
N 17.105 13.096 6.487
C 17.273 12.962 5.160
C 16.154 13.644 4.614
C 15.451 14.141 5.693
N 16.006 13.754 6.836
H 17.614 12.556 7.156
H 18.134 12.434 4.755
H 15.846 13.747 3.571
H 14.544 14.762 5.737
F 6.728 14.657 9.702
C 8.039 14.520 9.859
C 8.780 15.637 10.101
F 8.267 16.850 10.124
C 10.135 15.539 10.492
F 10.783 16.613 10.891
C 10.741 14.293 10.588
Se 12.542 14.042 11.112
C 9.953 13.159 10.207
F 10.537 11.966 10.287
C 8.629 13.244 9.891
F 7.904 12.147 9.664
O 16.893 11.108 11.165
S 16.464 11.030 9.806
O 17.480 11.050 8.788
N 15.393 12.285 9.514
C 14.193 11.869 9.063
S 13.113 13.130 8.542
C 14.019 10.423 9.105
C 12.867 9.676 8.928
C 12.902 8.275 9.208
C 14.067 7.675 9.756
C 15.193 8.447 9.942
C 15.200 9.794 9.666
H 11.939 10.082 8.520
H 12.017 7.729 8.955
H 14.064 6.576 9.869
H 16.089 7.924 10.252
```

Calculated values
- Orbital gap (alpha / beta): 6.5 / 5.7 eV
- Charge: +2
- E_HOMO (alpha / beta): -12.91 / -14.49 eV
- Multiplicity: 6

Entry b
A structure of composition C23H25F5I2IrN3O5PS2Se. Source: the OMol25 dataset; level of theory: ωB97M-V/def2-TZVPD.

The geometry in XYZ format:
```
68
Properties=species:S:1:pos:R:3
Ir 9.000 16.644 6.691
I 6.859 18.256 5.476
C 4.989 17.116 5.345
I 3.976 16.796 7.137
H 5.324 16.154 4.957
H 4.325 17.600 4.605
C 8.606 19.363 11.480
C 8.375 19.104 9.951
O 9.584 18.648 9.277
P 9.890 17.107 8.977
O 11.428 16.920 8.863
C 12.269 17.490 10.037
C 13.343 16.551 10.423
O 9.262 16.401 10.238
C 9.285 14.923 10.541
C 8.211 14.667 11.608
H 7.783 19.798 12.046
H 9.408 20.145 11.506
H 8.899 18.489 12.049
H 8.198 20.061 9.437
H 7.492 18.405 9.713
H 11.533 17.719 10.867
H 12.607 18.408 9.565
H 12.828 15.659 10.862
H 13.786 17.052 11.297
H 14.044 16.251 9.623
H 10.344 14.710 10.814
H 9.068 14.428 9.630
H 8.132 15.439 12.340
H 8.472 13.770 12.180
H 7.206 14.573 11.144
N 11.657 17.662 5.587
C 12.283 18.188 4.489
C 11.324 18.302 3.511
C 10.152 17.765 4.105
N 10.385 17.392 5.343
H 12.095 17.446 6.511
H 13.335 18.343 4.478
H 11.446 18.750 2.519
H 9.132 17.789 3.713
F 10.766 27.199 5.287
C 10.540 25.980 5.705
C 11.602 25.133 6.158
F 12.882 25.493 6.123
C 11.390 23.846 6.506
F 12.436 23.083 6.754
C 10.089 23.321 6.481
Se 9.803 21.558 6.996
C 9.086 24.138 6.023
F 7.826 23.687 5.892
C 9.267 25.480 5.728
F 8.157 26.125 5.345
O 12.442 14.295 8.434
S 12.230 14.079 7.038
O 13.093 14.599 6.011
N 10.660 14.764 6.656
C 9.808 13.827 6.602
S 8.157 14.402 6.361
C 10.323 12.416 6.663
C 9.679 11.202 6.698
C 10.430 10.041 6.814
C 11.778 10.084 6.954
C 12.461 11.322 6.975
C 11.710 12.445 6.849
H 8.605 11.143 6.605
H 9.913 9.095 6.746
H 12.399 9.179 7.003
H 13.554 11.356 7.119
```

Calculated values
- Orbital gap (alpha / beta): 6.4 / 3.0 eV
- Charge: +2
- E_HOMO (alpha / beta): -12.22 / -13.23 eV
- Multiplicity: 6

Preferred: entry a; penalty for the next structure: 1.620 eV.

Entry a
The ion C12H18N with charge +1. Source: the OMol25 dataset; level of theory: ωB97M-V/def2-TZVPD.

The geometry in XYZ format:
```
31
Properties=species:S:1:pos:R:3
C -1.626 -1.443 0.903
C -0.988 -0.182 0.521
C -0.181 -0.332 -0.899
N 1.249 -0.614 -0.527
C 1.648 -1.861 -0.324
C 2.973 -2.089 0.179
C 3.763 -1.008 0.389
C 3.313 0.307 0.237
C 1.977 0.458 -0.291
C -0.431 0.760 -1.849
C -1.196 1.792 -0.891
C -1.992 0.918 0.142
C -2.606 1.673 1.298
H -2.167 -1.790 -0.119
H -2.281 -1.306 1.633
H -0.782 -2.263 1.170
H -0.370 0.309 1.197
H -0.445 -1.308 -1.382
H 0.977 -2.677 -0.544
H 3.215 -3.143 0.315
H 4.750 -1.359 0.764
H 3.933 1.161 0.537
H 1.505 1.456 -0.299
H -1.343 0.421 -2.473
H 0.430 1.139 -2.398
H -0.368 2.384 -0.395
H -1.971 2.508 -1.333
H -2.672 0.346 -0.376
H -1.835 2.388 1.690
H -2.983 0.891 2.020
H -3.496 2.465 1.108
```

Calculated values
- Orbital gap: 9.9 eV
- Charge: +1
- E_HOMO: -13.91 eV
- Multiplicity: 1
- Structure (SMILES): C[C@H]1[C@H]([n+]2ccccc2)CC[C@@H]1C

Entry b
The ion C12H18N with charge +1. Source: the OMol25 dataset; level of theory: ωB97M-V/def2-TZVPD.

The geometry in XYZ format:
```
31
Properties=species:S:1:pos:R:3
C -3.122 -1.390 0.269
C -2.166 -1.077 -0.878
C -1.484 0.280 -0.735
N -0.636 0.367 0.493
C -0.440 1.763 0.959
C 0.344 2.549 -0.081
C 1.730 1.933 -0.277
C 1.755 0.438 -0.133
C 2.946 -0.249 -0.359
C 3.040 -1.611 -0.152
C 1.946 -2.320 0.320
C 0.753 -1.660 0.550
C 0.659 -0.297 0.299
H -2.606 -1.551 1.216
H -3.670 -2.301 0.048
H -3.847 -0.590 0.399
H -2.731 -1.051 -1.810
H -1.419 -1.866 -0.978
H -0.850 0.468 -1.602
H -2.246 1.060 -0.671
H -1.147 -0.153 1.218
H -1.416 2.217 1.142
H 0.116 1.729 1.899
H 0.444 3.579 0.260
H -0.203 2.576 -1.022
H 2.129 2.215 -1.252
H 2.419 2.337 0.470
H 3.807 0.306 -0.697
H 3.972 -2.120 -0.340
H 2.020 -3.377 0.512
H -0.095 -2.205 0.936
```

Calculated values
- Orbital gap: 10.4 eV
- Charge: +1
- E_HOMO: -12.99 eV
- Multiplicity: 1
- Structure (SMILES): CCC[N@@H+]1CCCc2ccccc21

Preferred: entry b; penalty for the next structure: 2.589 eV.